Entry 1:
# C14H15N5O6

The molecule C14H15N5O6 at a distorted geometry (wB97M-V/def2-TZVPD, OMol25).

Last column: natural (NBO) charge in e.
Atoms and positions in Å:
C (2.06870, 1.29080, -5.63008)  -0.65
C (1.39029, 0.65905, -4.44782)  0.21
C (0.24631, -0.18085, -4.54533)  -0.22
C (-0.30942, -0.79137, -3.46298)  -0.22
C (0.10284, -0.40525, -2.19412)  0.30
O (-0.49438, -0.90435, -1.03145)  -0.50
C (-1.45632, 0.01301, -0.48308)  -0.14
C (-1.40597, 0.16291, 1.12324)  0.61
O (-1.05997, 1.28695, 1.51030)  -0.55
C (-1.48648, -0.90615, 2.00418)  -0.47
C (-0.52297, -1.11900, 2.92975)  0.54
N (0.58829, -0.33769, 2.95868)  -0.77
N (-0.65351, -2.07470, 3.90616)  -0.43
C (0.49764, -2.63600, 4.75358)  -0.42
C (-1.84435, -2.75266, 3.96236)  0.80
O (-1.87527, -3.73289, 4.60656)  -0.60
N (-2.93257, -2.33854, 3.21764)  -0.46
C (-4.20101, -2.64200, 3.53804)  -0.40
C (-2.61754, -1.64149, 2.02937)  0.67
O (-3.46440, -1.47821, 1.18749)  -0.62
C (1.36171, 0.41886, -2.20347)  0.21
N (2.07387, 0.69870, -0.97486)  0.51
O (1.45367, 0.71872, 0.06123)  -0.40
O (3.23711, 0.92902, -0.99311)  -0.34
N (1.99451, 0.87821, -3.27912)  -0.37
H (2.91902, 0.65587, -5.96669)  0.24
H (1.38280, 1.46918, -6.50452)  0.22
H (2.45392, 2.30335, -5.23914)  0.24
H (-0.29793, -0.45968, -5.43123)  0.23
H (-1.16271, -1.41084, -3.59046)  0.23
H (-1.36309, 1.00464, -0.94507)  0.19
H (-2.41515, -0.25840, -0.83500)  0.20
H (0.52841, 0.48777, 2.38534)  0.43
H (0.95426, -0.07036, 3.81845)  0.39
H (0.32760, -3.69829, 4.93767)  0.26
H (1.48358, -2.56028, 4.36596)  0.22
H (0.53940, -2.15583, 5.73128)  0.21
H (-4.25035, -3.16630, 4.42446)  0.23
H (-4.68830, -3.25025, 2.74155)  0.21
H (-4.85398, -1.71603, 3.65987)  0.20

## Properties
Max |F| ... 6.00 eV Å⁻¹
SMILES string ... Cc1ccc(OCC(=O)c2c(N)n(C)c(=O)n(C)c2=O)c([N+](=O)[O-])n1
Frontier orbital gap ... 8.3491 eV

---

Entry 2:
# C5H11N

The molecule C5H11N (wB97M-V/def2-TZVPD, OMol25).

Last column: natural (NBO) charge in e.
Atoms and positions in Å:
C (-1.90035, 1.11426, -0.24891)  -0.61
C (-1.53762, -0.38970, -0.26864)  -0.19
N (-0.27492, -0.56920, 0.40181)  -0.46
C (0.73964, -1.50393, 0.64968)  -0.21
C (1.00666, -0.00733, 0.66689)  -0.03
C (2.01243, 0.45076, -0.38103)  -0.64
H (-2.88708, 1.25362, -0.70469)  0.21
H (-1.93961, 1.50673, 0.77647)  0.21
H (-1.16646, 1.70069, -0.81413)  0.20
H (-2.29458, -0.94689, 0.31236)  0.19
H (-1.54587, -0.77193, -1.30277)  0.17
H (0.57953, -2.24064, 1.44605)  0.18
H (1.34617, -1.90660, -0.16001)  0.15
H (0.97258, 0.59677, 1.58466)  0.19
H (2.95358, 0.69369, 0.12341)  0.22
H (1.63520, 1.31066, -0.92959)  0.21
H (2.30069, -0.29096, -1.15159)  0.21

## Properties
Relative energy (zero: lowest compared OMol25 entry of this formula, charge and spin) ... 2.224 eV
Max |F| ... 0.75 eV Å⁻¹
SMILES string ... CCN1C[C@H]1C
Frontier orbital gap ... 9.1617 eV

---

Entry 3:
# C3H2BrCl2F

A structure of composition C3H2BrCl2F at a distorted geometry (wB97M-V/def2-TZVPD, OMol25).

Last column: natural (NBO) charge in e.
Atoms and positions in Å:
C (-1.39304, -0.22696, 0.01552)  -0.23
C (-1.78216, 1.01950, -0.04516)  0.23
C (2.69865, -0.70412, -0.05823)  -0.47
F (-0.89832, 2.00148, -0.19112)  -0.31
Cl (-2.31407, -1.49085, 0.31469)  0.13
Cl (-3.33154, 1.72629, 0.23434)  0.01
Br (0.88523, -1.10238, -0.20260)  0.23
H (2.93976, -0.03080, -0.82373)  0.20
H (3.19550, -1.19216, 0.75630)  0.21

## Properties
Relative energy (zero: lowest compared OMol25 entry of this formula, charge and spin) ... 3.468 eV
Max |F| ... 3.14 eV Å⁻¹
Frontier orbital gap (spin up / spin down) ... 8.2698 / 7.3990 eV